{
  "formula": "C7H16O3",
  "method": "the ωB97M-V functional and the def2-TZVPD basis",
  "elements": ["C", "C", "C", "C", "O", "O", "C", "H", "H", "H", "H", "H", "H", "H", "H", "H", "H", "H", "H", "C", "C", "O", "H", "H", "H", "H"],
  "coordinates": [[1.279129, 1.237966, -1.186718], [1.508609, 0.017394, -0.302671], [0.297463, -1.045667, -0.239152], [0.725585, -2.345847, -0.930817], [-0.070800, -1.395942, 1.046995], [-0.790842, -0.442281, -0.924536], [-2.031381, -1.117483, -0.876323], [2.199101, 1.814166, -1.281212], [0.494237, 1.886792, -0.798849], [0.954748, 0.933326, -2.181128], [2.351568, -0.537722, -0.717025], [1.864912, 0.309535, 0.685209], [1.608627, -2.724361, -0.424479], [0.955682, -2.151491, -1.974612], [-0.062698, -3.090314, -0.848956], [0.081556, -0.668068, 1.693886], [-2.261296, -1.433719, 0.146374], [-2.077774, -1.972992, -1.559145], [-2.791457, -0.407637, -1.207898], [-1.163499, 1.986200, 1.395060], [0.137797, 1.759637, 2.078635], [0.410522, 0.747676, 2.688201], [-1.283901, 3.008216, 1.063655], [-1.974079, 1.700724, 2.071495], [-1.223651, 1.337752, 0.522380], [0.861843, 2.594140, 2.061634]],
  "forces_ev_per_a": [[-0.238, -0.140, 0.021], [-0.443, -0.922, -0.334], [1.102, 0.461, -0.380], [-0.211, 0.425, 0.219], [0.173, 0.232, 0.911], [-0.029, 0.397, -0.149], [-0.173, -0.044, 0.100], [0.020, 0.035, 0.027], [0.065, 0.058, 0.000], [0.064, 0.026, -0.024], [0.032, -0.023, -0.062], [-0.371, -0.093, 0.137], [0.080, -0.089, 0.003], [0.010, -0.032, -0.134], [-0.054, -0.061, -0.046], [-0.199, -0.493, -0.518], [-0.008, -0.065, -0.178], [0.159, -0.037, 0.113], [0.093, 0.030, 0.053], [-0.296, -0.210, 0.046], [-0.001, 0.172, 0.557], [0.069, 0.335, -0.131], [0.004, 0.262, 0.024], [0.064, 0.037, -0.077], [-0.006, -0.193, -0.121], [0.095, -0.070, -0.059]],
  "homo_energy_ha": -0.3606,
  "homo_lumo_gap_ev": 10.6,
  "total_energy_ha": -502.0041,
  "fmax_ev_per_a": 1.25,
  "smiles": "CC[C@@](C)(O)OC.CC=O"
}

---

{
  "formula": "C7H16O3",
  "method": "the ωB97M-V functional and the def2-TZVPD basis",
  "elements": ["C", "C", "C", "C", "C", "C", "C", "O", "H", "H", "H", "H", "H", "H", "H", "H", "H", "H", "H", "H", "O", "H", "H", "O", "H", "H"],
  "coordinates": [[1.024332, -1.926062, -2.152428], [0.635449, -0.813746, -1.549563], [0.625409, -0.621102, -0.068728], [-0.793377, -1.113073, 0.479186], [-1.930466, -0.349811, -0.126291], [-2.010452, 1.091706, 0.463831], [-2.324756, 0.988894, 1.932687], [-1.543321, 1.107703, 2.828683], [1.005534, -2.193650, -3.195959], [1.431027, -2.753767, -1.539623], [0.438717, 0.027647, -2.214607], [1.291012, -1.212491, 0.554933], [0.716930, 0.405568, 0.220288], [-0.908810, -2.195575, 0.282763], [-0.669063, -1.188179, 1.566153], [-2.887237, -0.870142, -0.039696], [-1.765602, -0.265010, -1.201930], [-1.123966, 1.711498, 0.441775], [-2.879205, 1.548794, -0.021769], [-3.423488, 0.789226, 2.080490], [2.581285, 1.640003, -1.582386], [2.452269, 2.478742, -2.039283], [3.508220, 1.433489, -1.797257], [2.300853, 0.784776, 2.609684], [2.852811, 0.775068, 1.811728], [1.395895, 0.719495, 2.257318]],
  "forces_ev_per_a": [[0.522, -1.456, 1.059], [1.202, 0.212, -0.853], [-2.278, -1.131, 0.636], [1.634, -1.373, -0.099], [0.221, 0.938, 0.332], [-0.866, -0.593, 0.474], [-1.326, -0.049, -0.874], [0.290, -0.004, 0.333], [-0.099, 0.639, -0.310], [-0.413, 0.391, -0.187], [-0.462, 0.026, 0.432], [0.699, -0.082, -0.633], [0.278, 0.689, -0.079], [0.201, 0.383, -0.602], [-0.680, 0.909, 0.093], [-0.042, 0.159, 0.343], [0.024, -0.016, 0.008], [0.368, -0.089, -0.782], [0.306, 0.429, 0.061], [0.438, -0.086, 0.538], [0.697, 0.137, -0.257], [-0.173, 0.021, 0.091], [-0.503, -0.099, 0.200], [-0.224, -0.079, -0.602], [-0.189, 0.031, 0.320], [0.374, 0.094, 0.354]],
  "homo_energy_ha": -0.3490,
  "homo_lumo_gap_ev": 10.0,
  "total_energy_ha": -501.9730,
  "fmax_ev_per_a": 2.62,
  "smiles": "C=CCCCCC=O.O.O"
}

---

{
  "formula": "C7H16O3",
  "method": "the ωB97M-V functional and the def2-TZVPD basis",
  "elements": ["C", "C", "C", "O", "C", "O", "H", "H", "H", "H", "H", "H", "H", "H", "C", "C", "C", "O", "H", "H", "H", "H", "H", "H", "H", "H"],
  "coordinates": [[-0.119646, -2.217684, -0.000031], [0.893087, -1.272450, -0.636812], [2.247270, -1.953340, -0.837535], [0.470149, -0.838781, -1.935471], [1.125991, -0.033462, 0.242900], [1.198748, -0.146551, 1.513357], [-1.084118, -1.723622, 0.132123], [0.224085, -2.528970, 0.984774], [-0.253631, -3.097096, -0.629653], [2.668190, -2.248874, 0.122661], [2.938794, -1.274368, -1.336608], [2.120370, -2.836005, -1.464191], [-0.474035, -0.645878, -1.904524], [1.760728, 0.718393, -0.258287], [-2.306336, 1.099292, -0.022337], [-1.003434, 1.412267, 0.690489], [-0.478358, 2.826944, 0.498965], [-0.919047, 0.931980, 1.926287], [-2.251709, 1.335822, -1.085500], [-3.094789, 1.715538, 0.414668], [-2.583761, 0.056736, 0.123639], [-0.096659, 0.713354, 0.045721], [0.507943, 2.922960, 0.951732], [-1.153001, 3.520102, 1.006201], [-0.425951, 3.098070, -0.555096], [0.089120, 0.465622, 2.012530]],
  "forces_ev_per_a": [[0.136, 0.120, -0.046], [-0.336, 0.010, -0.033], [-0.138, 0.157, 0.045], [0.069, -0.063, 0.147], [0.629, -0.404, 0.954], [-0.011, 0.064, -0.902], [-0.019, 0.019, -0.009], [0.001, 0.005, 0.003], [0.010, 0.016, -0.019], [-0.008, 0.007, 0.008], [0.016, 0.009, 0.002], [-0.036, 0.016, 0.006], [0.038, -0.008, 0.039], [-0.207, 0.135, 0.014], [0.066, 0.054, 0.110], [0.913, -0.537, -0.669], [-0.099, -0.106, 0.064], [0.932, -0.435, 0.358], [0.030, -0.034, 0.010], [-0.011, 0.010, 0.017], [0.025, -0.002, -0.033], [-0.830, 0.490, 0.073], [0.007, -0.006, -0.005], [0.006, 0.006, 0.002], [0.008, -0.010, -0.018], [-1.191, 0.487, -0.115]],
  "homo_energy_ha": -0.3573,
  "homo_lumo_gap_ev": 10.1,
  "total_energy_ha": -501.9760,
  "fmax_ev_per_a": 1.29,
  "smiles": "CC(C)(O)C=O.CC(C)O"
}

---

{
  "formula": "C7H16O4",
  "method": "the ωB97M-V functional and the def2-TZVPD basis",
  "elements": ["C", "C", "C", "C", "C", "C", "C", "H", "H", "H", "H", "H", "H", "H", "H", "H", "H", "H", "H", "H", "H", "H", "H", "O", "O", "O", "O"],
  "coordinates": [[3.589513, 1.159757, -0.435413], [2.987534, -0.888713, 0.300194], [1.664305, -1.016656, -0.585453], [-1.557302, 0.056677, 0.037273], [-1.408774, -1.075798, 1.003141], [-1.693546, 1.451842, 0.628245], [-3.899755, -0.082197, -0.702841], [2.450339, 1.282558, -0.609936], [4.133659, 1.732083, -1.375629], [4.165904, 1.925268, 0.596036], [2.878974, -0.409457, 1.352293], [3.276744, -1.876800, 0.400758], [2.089509, -0.755510, -1.653442], [1.321835, -2.155951, -0.500009], [-2.261667, -1.032179, 1.724941], [-1.451182, -2.037912, 0.355820], [-0.286983, -1.054743, 1.416740], [-2.198902, 1.484718, 1.660603], [-1.951508, 2.316381, -0.064337], [-0.700250, 1.771677, 0.900967], [-4.432898, -0.098604, -1.804300], [-4.071535, 1.006939, -0.016763], [-4.323870, -1.141468, -0.110751], [3.909851, -0.165222, -0.451590], [0.718385, -0.048282, -0.065444], [-0.446300, -0.075004, -0.897225], [-2.502074, -0.273408, -1.103891]],
  "forces_ev_per_a": [[1.447, 4.925, -1.042], [-2.355, 1.832, 0.337], [0.964, -0.669, 0.395], [-0.292, -0.892, -3.545], [0.900, -1.619, 0.070], [-0.097, 1.133, 0.827], [-0.957, -0.804, -0.604], [1.904, 0.399, 0.901], [-1.313, -1.679, 2.252], [-2.208, -2.600, -2.659], [-0.281, -0.791, -1.662], [1.279, -1.813, 0.324], [-1.483, -0.600, 1.829], [0.097, 2.590, -0.392], [1.092, -0.359, -0.176], [-0.177, 1.509, 1.223], [-3.014, 0.108, -0.259], [0.128, -0.101, -1.868], [-0.452, -1.512, 0.664], [0.775, -0.284, 0.150], [0.896, 0.456, 3.128], [0.304, -3.469, -2.212], [1.152, 3.319, -1.352], [1.213, -0.342, 0.462], [1.485, -0.815, -1.104], [0.491, 0.752, 0.898], [-1.498, 1.329, 3.415]],
  "homo_energy_ha": -0.3518,
  "homo_lumo_gap_ev": 10.4,
  "total_energy_ha": -576.9679,
  "fmax_ev_per_a": 5.24
}

---

{
  "formula": "C7H17BBrN2O2S",
  "method": "the ωB97M-V functional and the def2-TZVPD basis",
  "elements": ["N", "C", "C", "C", "C", "C", "C", "S", "C", "O", "B", "N", "Br", "O", "H", "H", "H", "H", "H", "H", "H", "H", "H", "H", "H", "H", "H", "H", "H", "H", "H"],
  "coordinates": [[3.578237, 1.298133, 0.613943], [2.466330, 0.366635, 0.368531], [1.257737, 0.757796, 1.213882], [-0.075904, 0.297965, 0.623140], [-0.098105, -1.241430, 0.536912], [-1.360925, -1.833731, -0.092547], [-1.137468, -2.994294, -1.059529], [-0.067234, -2.701309, -2.503091], [-1.270842, 0.854830, 1.439681], [-2.248710, 1.205075, 0.495917], [-1.509355, 1.594083, -0.691960], [-1.333881, 3.063874, -0.885818], [-2.700698, 0.832088, -2.377522], [-0.244161, 0.869192, -0.649388], [4.416615, 0.976715, 0.141192], [3.349604, 2.202512, 0.211965], [2.823749, -0.633383, 0.630550], [2.145720, 0.344315, -0.678936], [1.221450, 1.851259, 1.254275], [1.359556, 0.394846, 2.242382], [0.049399, -1.629865, 1.553336], [0.786435, -1.545695, -0.032033], [-2.012665, -2.224872, 0.697346], [-1.921020, -1.046725, -0.599093], [-2.091629, -3.254501, -1.523374], [-0.778134, -3.886767, -0.541204], [1.090670, -2.584832, -1.837176], [-0.924480, 1.736673, 2.003063], [-1.685483, 0.133687, 2.152291], [-2.237801, 3.522207, -0.957033], [-0.847007, 3.275520, -1.749702]],
  "forces_ev_per_a": [[0.107, 0.012, -0.035], [-0.020, -0.022, 0.055], [-0.040, 0.146, -0.103], [-0.145, -0.340, 0.222], [0.151, 0.002, 0.055], [-0.028, 0.128, -0.009], [-0.077, -0.103, 0.008], [0.061, 0.078, 0.111], [0.107, 0.030, -0.060], [0.072, 0.135, -0.015], [0.397, 0.076, 0.443], [-0.237, 0.113, -0.096], [-0.174, -0.133, -0.281], [-0.152, 0.056, -0.269], [-0.082, 0.033, -0.013], [-0.010, -0.057, 0.062], [-0.061, 0.010, 0.000], [0.052, 0.008, 0.006], [-0.021, -0.022, 0.028], [0.057, 0.027, -0.004], [0.004, -0.041, -0.052], [-0.080, 0.027, -0.036], [-0.050, 0.082, -0.027], [0.080, -0.073, -0.067], [0.003, -0.034, 0.074], [0.019, 0.035, -0.020], [-0.022, -0.005, -0.061], [-0.106, -0.009, 0.007], [0.054, -0.057, -0.015], [0.095, -0.038, 0.038], [0.046, -0.067, 0.055]],
  "homo_energy_ha": -0.1705,
  "homo_lumo_gap_ev": 7.6,
  "charge": -1,
  "total_energy_ha": -3534.1795,
  "fmax_ev_per_a": 0.60
}

---

{
  "formula": "C7H17BHgN3O5PS",
  "method": "the ωB97M-V functional and the def2-TZVPD basis",
  "elements": ["C", "C", "S", "C", "P", "C", "C", "O", "C", "O", "N", "O", "O", "C", "N", "B", "N", "O", "H", "H", "H", "H", "H", "H", "H", "H", "H", "H", "H", "H", "H", "H", "H", "H", "H", "Hg"],
  "coordinates": [[-1.879267, -3.817372, 0.813029], [-0.535716, -3.413008, 0.094357], [0.086922, -1.824747, 0.773818], [0.717876, -0.757860, -0.574310], [0.194542, 1.081626, -0.438669], [1.920942, 1.474522, 0.183653], [2.211665, 0.973006, 1.646052], [1.451905, 1.684243, 2.654979], [0.006378, 1.070528, -2.337940], [1.261771, 0.836386, -2.958469], [1.216374, -0.284257, -3.837081], [1.226141, 0.040480, -4.936774], [-0.321861, 2.858048, -0.535989], [-0.443290, 3.429044, 0.569910], [-0.849328, 3.869658, 1.563311], [-1.347604, 0.578393, 0.616309], [-2.524889, 0.066228, -0.112277], [-1.472299, 0.690357, 2.000401], [-2.124817, -4.882056, 0.632180], [-2.705640, -3.129101, 0.551485], [-1.666252, -3.739137, 1.905639], [-0.678325, -3.307493, -1.001787], [0.225955, -4.213395, 0.234417], [1.814736, -0.934304, -0.647565], [0.302375, -1.170607, -1.525046], [2.729899, 1.027479, -0.440468], [2.171834, 2.575406, 0.200952], [2.108469, -0.125218, 1.770622], [3.285632, 1.203947, 1.842681], [0.853470, 1.069018, 3.120992], [-0.320905, 2.085824, -2.671531], [-0.803228, 0.382739, -2.669146], [-2.507418, 0.350566, -1.089926], [-2.510004, -0.952436, -0.076348], [-2.371629, 1.017863, 2.171026], [1.275588, 4.185630, 2.507511]],
  "forces_ev_per_a": [[1.248, 0.390, 0.600], [-0.638, -0.714, -0.692], [0.059, 0.259, 0.265], [0.066, -1.712, -0.535], [2.515, -4.519, -1.647], [0.437, 1.064, 1.368], [1.012, 0.101, -0.707], [0.058, 0.079, -0.307], [-0.425, 1.811, -0.408], [-0.265, 1.565, 1.448], [-0.607, -1.866, -0.940], [0.364, 0.180, -0.081], [-0.099, 3.401, 2.185], [-0.401, -2.093, -5.128], [0.997, 1.896, 3.543], [-2.285, -1.212, 1.291], [1.896, 0.932, -0.366], [0.742, 0.989, -1.193], [0.046, 0.736, -0.213], [0.359, -0.576, 0.110], [-0.471, -0.026, -0.658], [0.089, 0.075, 0.608], [-0.385, 0.739, 0.072], [-0.667, 0.352, -0.015], [0.257, 0.263, 0.737], [-0.981, 0.214, 0.011], [-0.352, -0.671, -0.197], [-0.343, 0.592, -0.049], [-0.759, -0.199, -0.129], [-0.079, 0.473, -0.127], [0.197, -0.719, 0.276], [0.678, 0.034, 0.446], [-0.430, -0.302, 0.042], [-0.531, 0.151, 0.194], [-0.025, -0.606, 0.267], [-1.280, -1.084, -0.072]],
  "homo_energy_ha": -0.5354,
  "homo_lumo_gap_ev": 2.5,
  "charge": 2,
  "total_energy_ha": -1734.3756,
  "fmax_ev_per_a": 5.55
}